No. 1
Formula: C5H13NO
Source: OMol25
Level of theory: ωB97M-V/def2-TZVPD

E_LUMO: 0.551 eV
SMILES: CC(C)=C(C)N.O

The geometry in XYZ format:
```
20
Properties=species:S:1:pos:R:3:forces:R:3
H 2.199 0.963 2.649 -0.354 -0.253 -0.302
C 0.445 -0.489 0.128 1.393 0.714 1.249
H 2.781 0.363 0.999 0.356 -0.340 1.002
H 1.925 -2.264 0.827 -1.038 0.387 0.332
C 0.784 0.661 0.867 -2.262 -1.707 -0.142
H -0.185 2.562 1.467 0.126 0.148 -0.296
H -3.152 -1.031 -3.798 0.830 3.645 0.290
H -1.108 -1.241 -1.215 0.569 -0.927 0.295
C 2.083 1.007 1.559 0.821 -1.176 -1.830
N -0.703 -0.473 -0.726 0.100 0.745 0.470
O -2.903 -0.003 -3.758 -0.507 -4.155 -2.671
H -1.054 1.172 2.128 1.710 0.025 -0.594
H -0.002 -2.402 0.451 0.251 -0.889 1.836
H 2.492 1.957 1.203 -0.622 0.437 0.259
H 1.010 -2.375 -0.733 1.036 0.335 0.460
H -2.981 0.246 -2.874 -0.362 0.508 2.416
C -0.402 1.522 1.235 -2.737 -0.024 0.116
C 0.991 -1.981 0.319 -1.265 1.834 -3.647
H -1.282 1.449 0.528 1.374 0.617 0.194
H -0.938 0.358 -1.255 0.580 0.076 0.562
```
Forces are in eV/Å.

Löwdin population analysis, charges in e, atoms 1 to 5: 0.08 -0.29 0.07 0.08 -0.31


No. 2
Formula: C5H13NO
Source: OMol25
Level of theory: ωB97M-V/def2-TZVPD

E_LUMO: 0.974 eV
SMILES: C=NCC.CCO

The geometry in XYZ format:
```
20
Properties=species:S:1:pos:R:3:forces:R:3
H 0.252 -0.028 -1.324 0.067 -0.125 0.200
H 1.518 0.628 2.267 -0.093 0.115 0.161
C 0.394 2.066 1.048 0.102 0.195 0.491
C -1.199 -1.279 -1.736 0.018 0.045 0.218
H -2.948 -1.724 -0.507 -0.158 0.039 -0.219
H -0.597 -2.121 -1.375 -0.030 -0.076 -0.022
C -2.247 -0.907 -0.691 0.391 -0.396 0.053
H -0.112 0.132 1.744 0.099 -0.198 0.044
H -1.661 -1.584 -2.674 -0.117 -0.041 0.004
H 1.243 2.665 0.718 0.027 -0.165 -0.262
H -1.749 -0.745 0.268 -0.024 0.285 -0.030
C 0.798 0.654 1.444 -0.005 0.085 -0.461
H -0.010 2.603 1.910 -0.160 -0.144 -0.011
H -2.763 -0.006 -1.010 -0.161 0.035 0.112
O -0.373 -0.182 -2.049 0.000 0.220 -0.359
H -0.370 2.014 0.276 0.055 0.154 -0.130
H 3.000 -0.552 1.399 0.203 -0.039 -0.031
N 1.366 -0.025 0.276 -0.056 0.043 0.366
C 2.495 -0.563 0.431 -0.299 0.097 -0.105
H 2.963 -1.046 -0.417 0.138 -0.131 -0.020
```
Forces are in eV/Å.

Löwdin population analysis, charges in e, atoms 1 to 5: 0.02 0.10 -0.09 -0.34 0.07


No. 3
Formula: C5H13NO
Source: OMol25
Level of theory: ωB97M-V/def2-TZVPD

E_LUMO: 0.861 eV
SMILES: CC(C)[C@H](N)CO

The geometry in XYZ format:
```
20
Properties=species:S:1:pos:R:3:forces:R:3
H 1.592 0.272 1.264 0.369 0.297 -0.091
H -1.724 -1.477 -1.109 -0.207 0.401 -0.394
N -0.792 0.924 1.698 0.282 -0.227 -1.185
H 1.072 1.714 -0.590 0.511 -0.801 -0.096
C -0.993 -0.853 -1.641 0.863 -1.652 -0.581
H -1.341 -0.582 -2.668 0.020 0.224 1.018
C 0.586 1.060 -1.336 -0.335 4.026 -0.840
C -0.373 -0.204 0.727 -2.187 2.462 0.720
H -0.175 -1.572 -1.846 -0.015 0.221 0.106
H 1.235 0.512 -1.975 0.980 -0.511 -0.116
H 0.201 1.956 -2.001 0.282 -2.003 0.800
H -1.280 -0.813 0.911 1.385 -1.018 -0.215
H 1.058 -1.353 2.948 -0.143 0.569 -0.235
H -0.404 0.791 2.621 0.067 -0.349 0.143
C 1.027 -0.613 1.016 0.430 -2.479 0.105
H 1.468 -1.138 0.137 -0.158 0.604 0.447
C -0.518 0.279 -0.742 -3.226 0.401 -0.198
O 1.183 -1.622 2.034 0.036 -0.197 -0.252
H -0.378 1.786 1.374 0.084 0.355 -0.099
H -1.443 0.932 -0.823 0.963 -0.324 0.961
```
Forces are in eV/Å.

Löwdin population analysis, charges in e, atoms 1 to 5: 0.12 0.08 0.03 0.08 -0.09


No. 4
Formula: C5H13NO
Source: OMol25
Level of theory: ωB97M-V/def2-TZVPD

E_LUMO: 1.080 eV

The geometry in XYZ format:
```
20
Properties=species:S:1:pos:R:3:forces:R:3
H -0.694 1.964 -0.432 0.073 0.218 0.175
H -1.583 0.400 1.658 -0.636 -0.406 -0.460
H -3.174 0.057 0.068 0.854 0.465 -1.221
H -1.234 -0.614 -0.815 -4.075 -0.667 1.560
C 1.602 0.645 0.108 -0.822 1.300 -0.008
H 0.866 -2.281 -1.548 0.060 -0.213 -0.046
H 2.379 0.203 0.724 0.021 -0.398 -0.296
C -2.429 -0.731 -0.142 4.277 1.491 3.894
O -1.435 -0.507 1.344 -3.124 -1.310 -1.523
H 2.355 -1.324 -1.689 -0.200 0.414 -0.292
H -2.983 -1.560 0.320 0.973 -0.808 -1.281
H -0.306 2.622 1.059 0.184 -0.046 -0.215
C 0.271 0.667 0.824 3.429 1.402 -2.304
H 1.942 -1.969 -0.173 -0.336 -0.142 0.160
N -0.606 1.790 0.563 -0.294 -0.468 -0.257
H 0.494 0.626 1.892 -0.915 -1.326 -0.093
H 0.386 0.247 -1.624 -0.337 0.170 0.263
C 0.710 -0.265 -0.719 1.578 0.791 1.403
H 1.954 1.561 -0.357 0.101 0.192 -0.068
C 1.485 -1.531 -1.061 -0.809 -0.657 0.610
```
Forces are in eV/Å.

Löwdin population analysis, charges in e, atoms 1 to 5: 0.08 0.01 0.03 0.15 -0.20


No. 5
Formula: C5H13NO
Source: OMol25
Level of theory: ωB97M-V/def2-TZVPD

E_LUMO: 0.685 eV
SMILES: CC(N)=O.CCC

The geometry in XYZ format:
```
20
Properties=species:S:1:pos:R:3:forces:R:3
N 0.782 0.856 1.971 -0.444 2.133 -2.473
H 0.413 -2.049 -3.824 0.035 0.194 0.415
C -0.538 0.537 2.220 0.012 -2.464 1.690
H 0.901 1.423 1.140 0.065 0.031 0.082
H 1.173 1.382 -2.589 -0.304 0.072 0.425
O -0.733 -0.144 3.211 -0.808 0.103 -0.233
H 0.775 -2.997 -2.333 -0.323 1.724 -0.534
H -2.304 1.680 1.706 -0.225 0.328 0.277
C -1.675 0.933 1.257 2.306 0.941 -0.882
H 1.575 0.251 2.034 -0.261 -0.748 0.932
C 0.370 -1.983 -2.723 0.464 -1.910 0.743
C 1.099 -0.748 -2.197 -1.613 1.657 1.757
H -2.315 0.121 0.889 0.647 -0.015 0.362
C 0.464 0.562 -2.752 2.216 -0.690 -1.540
H 1.010 -0.520 -1.089 -0.179 -1.260 -0.747
H -1.084 1.408 0.426 -1.279 -0.317 0.210
H -0.694 -2.021 -2.430 0.394 0.386 -0.146
H 0.519 0.475 -3.872 -1.044 0.217 0.874
H -0.483 0.776 -2.280 -0.428 0.039 -0.434
H 2.160 -0.708 -2.302 0.770 -0.421 -0.778
```
Forces are in eV/Å.

Löwdin population analysis, charges in e, atoms 1 to 5: 0.13 0.07 -0.56 0.08 0.06


No. 6
Formula: C5H13NO
Source: OMol25
Level of theory: ωB97M-V/def2-TZVPD

E_LUMO: 0.809 eV
SMILES: C=CC[C@@H](C)N.O

The geometry in XYZ format:
```
20
Properties=species:S:1:pos:R:3:forces:R:3
H 0.544 3.051 1.343 -0.221 0.324 -0.235
H -0.615 0.733 -1.525 0.221 0.446 0.099
H -1.477 -0.801 0.162 -0.446 -0.305 -0.709
H 2.162 -4.763 0.325 -0.450 0.748 -0.135
H 2.440 0.701 0.296 -0.180 -0.005 0.281
C -1.938 0.164 -0.061 1.343 0.392 1.973
H 1.394 -0.712 0.172 -0.318 -0.048 -0.308
H -3.711 -0.116 1.185 0.217 -0.552 -0.264
C -0.902 1.189 -0.555 -1.184 -2.395 -1.976
N 0.830 2.637 0.473 0.469 -0.544 -0.061
C -3.044 0.493 0.592 -0.107 1.176 0.013
H 1.598 0.493 -1.198 0.185 -0.693 0.020
H -3.280 1.557 0.667 -0.225 -0.121 -0.333
H 2.708 -5.797 -0.483 -0.225 0.260 -0.933
H 0.082 0.836 1.286 -0.177 0.764 0.165
O 2.208 -4.968 -0.619 0.674 -1.005 1.071
H -1.433 2.084 -0.862 0.293 0.597 0.628
H 0.682 3.209 -0.349 -0.162 0.073 0.416
C 1.499 0.332 -0.115 0.164 1.104 -1.033
C 0.349 1.265 0.310 0.130 -0.216 1.323
```
Forces are in eV/Å.

Löwdin population analysis, charges in e, atoms 1 to 5: 0.06 0.11 0.10 0.03 0.07


No. 7
Formula: C5H13NO
Source: OMol25
Level of theory: ωB97M-V/def2-TZVPD

E_LUMO: 0.792 eV
SMILES: CCC(N)=O.CC

The geometry in XYZ format:
```
20
Properties=species:S:1:pos:R:3:forces:R:3
H 1.730 -3.740 1.160 -0.470 0.135 0.268
H 0.446 -4.095 -0.003 -0.036 -0.054 -0.161
H -2.477 2.652 -0.740 0.063 0.056 0.023
H 1.549 1.630 0.203 -0.161 -0.122 -0.246
C -1.649 2.234 -1.317 -0.585 0.136 -0.072
H 1.314 2.206 1.762 -0.391 0.165 0.384
H -2.085 1.833 -2.233 0.116 -0.044 -0.028
H 0.225 -1.632 -0.553 0.350 -0.147 -0.282
C 0.737 -1.968 0.352 -1.263 0.536 0.269
H -1.656 0.293 -0.396 -0.108 0.126 0.549
H -0.119 0.729 -1.056 -0.102 0.097 -0.100
C 1.228 -3.389 0.253 1.347 -0.053 0.106
C -0.977 1.135 -0.506 0.933 -0.074 -0.828
H -0.070 -1.868 1.090 0.306 -0.094 0.201
H -0.985 3.053 -1.591 0.136 -0.081 0.094
N 0.892 1.934 0.897 -0.180 -0.402 -0.807
C -0.467 1.684 0.797 0.504 0.304 1.241
H 2.066 -3.443 -0.452 -0.430 -0.147 -0.401
H 1.487 -1.219 0.601 0.202 -0.193 0.007
O -1.189 1.969 1.732 -0.232 -0.142 -0.217
```
Forces are in eV/Å.

Löwdin population analysis, charges in e, atoms 1 to 5: 0.06 0.06 0.08 0.09 -0.09


No. 8
Formula: C5H13NO
Source: OMol25
Level of theory: ωB97M-V/def2-TZVPD

E_LUMO: 0.897 eV
SMILES: CN[C@H](C)CCO

The geometry in XYZ format:
```
20
Properties=species:S:1:pos:R:3:forces:R:3
C -0.719 -1.272 2.022 -1.425 -1.827 0.912
O 2.263 1.759 -1.111 0.731 -0.055 0.562
H -2.682 -1.100 -0.592 0.214 -0.377 -0.144
N -1.049 -0.168 1.178 0.254 0.948 -0.397
H 0.093 -1.946 1.687 -0.504 0.375 -0.340
H 1.004 -0.314 -1.655 -0.302 -0.098 -0.152
H -1.341 -2.262 -0.952 -0.065 -0.408 0.260
C 1.207 1.328 -0.265 -0.271 -0.250 -1.214
H 1.377 -0.710 0.034 -0.145 -0.735 -0.306
H -1.033 0.793 1.470 0.338 -0.259 0.717
H -1.133 0.728 -0.670 -0.184 -0.622 0.720
H -0.546 -1.211 3.099 0.584 1.574 -0.072
H -1.702 -0.964 -2.068 0.101 -0.057 0.410
H -1.686 -1.814 2.157 0.717 -0.740 -0.658
C 0.739 -0.114 -0.620 -0.015 0.200 1.704
C -0.785 -0.249 -0.232 0.510 1.618 -1.830
H 0.322 1.961 -0.443 0.339 0.312 0.616
C -1.670 -1.234 -0.997 0.133 0.298 -0.188
H 1.640 1.407 0.739 -0.611 0.017 -0.107
H 1.938 2.064 -1.948 -0.400 0.085 -0.497
```
Forces are in eV/Å.

Löwdin population analysis, charges in e, atoms 1 to 5: -0.14 -0.08 0.08 -0.10 0.09


No. 9
Formula: C5H13NO
Source: OMol25
Level of theory: ωB97M-V/def2-TZVPD

E_LUMO: 0.897 eV
SMILES: C/C=C(\C)NC.O

The geometry in XYZ format:
```
20
Properties=species:S:1:pos:R:3:forces:R:3
H 1.594 -1.465 -1.728 -0.059 -0.165 -0.071
C -0.393 0.238 -1.614 -0.021 -0.219 0.686
C 0.353 0.605 -0.345 0.010 -1.322 1.053
H -1.497 2.774 1.144 0.049 -0.071 0.194
C -0.241 1.080 0.766 -0.329 1.421 -0.468
H -2.024 -2.025 1.558 0.210 -0.363 0.143
O -1.137 -1.850 1.215 -0.796 0.324 -0.182
C -1.587 1.745 0.780 -0.232 0.766 -0.712
H -2.381 1.291 1.377 0.197 -0.317 0.067
N 1.657 0.080 -0.294 0.260 0.207 -0.643
H 2.862 -1.582 -0.506 0.024 -0.015 -0.223
H 0.291 0.025 -2.422 0.145 0.303 -0.258
H -1.960 1.874 -0.237 -0.232 -0.202 0.040
H -1.120 0.989 -1.898 -0.011 0.115 -0.136
H 0.314 1.363 1.653 0.488 -0.748 0.031
H -0.927 -0.701 -1.431 -0.095 0.079 -0.125
H 2.221 0.328 0.510 -0.541 -0.010 -0.025
C 1.816 -1.325 -0.677 0.619 0.308 0.600
H 1.237 -2.006 -0.047 -0.308 -0.002 -0.146
H -1.303 -1.016 0.742 0.622 -0.090 0.176
```
Forces are in eV/Å.

Löwdin population analysis, charges in e, atoms 1 to 5: 0.07 -0.04 -0.36 0.07 -0.15


No. 10
Formula: C5H13NO
Source: OMol25
Level of theory: ωB97M-V/def2-TZVPD

E_LUMO: 0.775 eV
SMILES: CCC(N)=O.CC

The geometry in XYZ format:
```
20
Properties=species:S:1:pos:R:3:forces:R:3
H -0.335 -4.231 -1.211 -0.430 0.181 0.378
O 0.473 2.588 -0.981 -0.174 0.571 0.379
H -2.217 -2.870 -0.554 0.479 -0.169 0.300
H 1.804 -0.220 2.005 0.528 0.033 0.130
H -1.869 2.207 -0.055 0.158 0.218 -0.650
H 0.498 -0.358 -0.077 0.291 0.261 0.511
H -1.173 -1.528 -0.525 0.220 0.046 -0.035
H 1.962 0.500 -0.413 -0.673 0.804 0.371
C 0.072 1.665 -0.312 0.676 -0.356 -1.594
H -1.501 0.788 0.598 0.132 -0.280 -0.330
H 0.294 0.556 2.194 0.517 0.500 -0.019
C -0.094 -3.399 -0.531 1.636 -0.283 -1.544
N -1.297 1.382 -0.204 0.047 0.069 1.629
C -1.251 -2.538 -0.124 -1.770 0.651 0.375
H 0.539 -3.852 0.235 -0.309 0.300 0.301
H -1.445 -2.390 0.958 0.389 -0.425 -0.443
H 1.772 1.566 1.980 0.385 0.666 0.295
H 0.594 -2.802 -1.182 -0.285 -0.326 0.654
C 1.277 0.671 1.689 -1.559 -1.457 -0.435
C 1.023 0.586 0.180 -0.258 -1.004 -0.273
```
Forces are in eV/Å.

Löwdin population analysis, charges in e, atoms 1 to 5: 0.06 0.06 0.07 0.07 0.10